Computed, not measured: a single C27H34N4O5S molecule at a distorted geometry, with ωB97M-V with the def2-TZVPD basis set.

```
! RIJCOSX wB97M-V def2-TZVPD def2/J DEFGRID3
* xyz 0 1
C -0.91192 2.51629 4.01427
C -2.21500 2.29343 3.25605
C -2.01150 1.93173 1.78438
C -1.43153 3.07513 0.95426
C -1.47528 2.77018 -0.54187
C -0.68414 3.80327 -1.34047
C -0.73708 3.58743 -2.85259
C -0.20906 2.23621 -3.33536
C 1.27250 1.97962 -2.99137
C 1.46380 1.34199 -1.65574
N 1.83408 2.05794 -0.64888
C 1.94572 1.45240 0.54613
S 2.35948 2.30496 1.99385
C 2.27223 0.82387 2.89420
C 1.93825 -0.25366 2.13422
C 1.74155 0.09268 0.77283
C 1.39052 -0.74183 -0.33539
O 1.22530 -1.94669 -0.36426
N 1.25872 -0.00909 -1.54059
N 0.87834 -0.78566 -2.63411
C -0.43211 -1.21107 -2.70226
O -1.34049 -0.60743 -2.18800
C -0.61102 -2.43431 -3.53717
C -1.58481 -2.44809 -4.53179
C -1.78255 -3.58732 -5.28628
C -1.01287 -4.71422 -5.02292
N -1.21441 -5.90873 -5.81264
O -2.05327 -5.86819 -6.68518
O -0.52784 -6.87266 -5.55481
C -0.06116 -4.72242 -4.01060
C 0.14201 -3.57557 -3.26785
C 1.83305 -1.57298 2.81338
C 1.09650 -1.42838 4.16949
C 1.55424 -2.54134 5.11922
C -0.41516 -1.51525 3.93895
O 1.32219 -0.16493 4.81159
C 2.40100 0.62379 4.36416
H -1.12136 2.78244 5.04815
H -0.33312 3.32093 3.56756
H -0.31083 1.61102 4.01687
H -2.82824 3.19615 3.31543
H -2.76970 1.48651 3.74155
H -1.35244 1.06247 1.70843
H -2.97674 1.64564 1.35872
H -0.39540 3.25532 1.24655
H -1.99459 3.99022 1.15367
H -1.06676 1.77250 -0.70848
H -2.51305 2.75538 -0.88281
H -1.08831 4.79587 -1.12551
H 0.35425 3.79208 -1.00792
H -0.16557 4.38394 -3.33652
H -1.77356 3.67571 -3.18814
H -0.83147 1.44181 -2.92736
H -0.31053 2.20714 -4.42257
H 1.70462 1.32485 -3.75137
H 1.81303 2.92576 -2.98676
H 1.58614 -1.45705 -2.91625
H -2.17645 -1.56254 -4.70359
H -2.52341 -3.62480 -6.07013
H 0.50125 -5.62394 -3.82119
H 0.84847 -3.57721 -2.45048
H 1.31305 -2.29010 2.17988
H 2.84410 -1.95089 2.99659
H 2.60901 -2.42289 5.35838
H 1.40326 -3.51485 4.66102
H 0.98581 -2.48932 6.04368
H -0.93529 -1.27959 4.86325
H -0.69356 -2.51414 3.61553
H -0.72075 -0.79932 3.18003
H 3.36482 0.13907 4.59713
H 2.33505 1.56072 4.91984
*
```

Summary:
Calculated total energy   -2042.6210 Ha
HOMO energy   -8.43 eV
Max |F|   0.0255 Eh/bohr
SMILES   CCCCCCCCCc1nc2sc3c(c2c(=O)n1NC(=O)c1ccc([N+](=O)[O-])cc1)CC(C)(C)OC3
Orbital gap   7.4817 eV
Energy above the lowest of the compared OMol25 structures with the same formula, charge and spin   99.1 kcal per mole

natural (NBO) population analysis, charges in e, atoms 1 to 6: -0.620 -0.388 -0.389 -0.398 -0.388 -0.417

Computed, not measured: 2 unconnected molecules or ions with the total composition C5H11N, with ωB97M-V with the def2-TZVPD basis set.

```
! RIJCOSX wB97M-V def2-TZVPD def2/J DEFGRID3
* xyz 0 1
C -2.00002 0.36982 -1.01397
C -1.39072 0.07265 0.31937
N -0.41914 -0.77674 0.46481
C 0.36189 -1.72997 -0.31952
C 0.57422 -1.37904 1.09408
C 1.79945 1.41269 0.62530
H -1.98417 1.44692 -1.22552
H -1.44820 -0.13422 -1.81460
H -3.04704 0.04597 -1.07217
H 0.77883 1.24067 0.27923
H -1.70847 0.59899 1.21395
H -0.20082 -2.60670 -0.65900
H 1.01831 -1.29667 -1.08186
H 0.65364 -1.81744 2.07292
H 2.45659 0.63843 0.22433
H 1.81520 1.35060 1.71574
H 2.12852 2.39964 0.29654
*
```

Summary:
Calculated total energy   -251.7136 Ha
HOMO energy   -6.87 eV
Max |F|   0.0070 Eh/bohr
Orbital gap   7.9493 eV
Energy above the lowest of the compared OMol25 structures with the same formula, charge and spin   93.4 kcal per mole

natural (NBO) population analysis, charges in e, atoms 1 to 6: -0.648 -0.071 -0.202 -0.237 -0.237 -0.852

Computed, not measured: 8 unconnected molecules or ions with the total composition C27H38O24 at a distorted geometry, with ωB97M-V with the def2-TZVPD basis set.

```
! RIJCOSX wB97M-V def2-TZVPD def2/J DEFGRID3
* xyz 0 1
C -4.05029 -0.70506 0.26546
C -3.89644 -0.14218 1.63633
C -4.14602 1.35176 1.43914
O -5.34029 1.57195 2.15387
C -5.99739 0.50716 2.59715
O -7.00731 0.53604 3.32388
O -5.13972 -0.64011 2.27090
H -4.97872 -0.33845 -0.17239
H -4.13181 -1.79195 0.25420
H -3.25937 -0.37735 -0.40919
H -2.96794 -0.56249 2.02279
H -4.42515 1.58685 0.41205
H -3.38523 2.08147 1.71634
C 1.77234 3.40235 -4.64807
C 0.85953 4.50544 -5.29510
C 1.23905 4.77881 -6.79424
O 0.03322 4.41521 -7.33013
C -0.93530 4.04122 -6.40223
O -1.95037 3.39858 -6.68994
O -0.50646 4.18315 -5.14780
H 2.81185 3.37924 -4.97513
H 1.27884 2.43172 -4.69760
H 1.69071 3.45386 -3.56235
H 0.92561 5.48293 -4.81734
H 2.13393 4.25264 -7.12653
H 1.29644 5.83794 -7.04536
C 1.37258 -4.59368 -3.90775
C 1.15745 -3.67220 -2.74939
C 0.34726 -2.46102 -2.91556
O -0.52126 -2.50745 -1.82805
C -0.29579 -3.58974 -1.11143
O -0.85269 -3.89975 -0.04509
O 0.38591 -4.36366 -1.78707
H 1.58518 -5.65144 -3.75273
H 1.95634 -4.15793 -4.71858
H 0.42979 -4.48143 -4.44315
H 2.10784 -3.36253 -2.31468
H -0.27561 -2.44755 -3.80996
H 1.10471 -1.68452 -2.80868
O -0.20245 3.38173 2.70913
C -0.79809 2.97937 3.67510
O -2.13707 3.12834 3.90598
C -2.54825 2.45688 5.05843
C -1.50876 1.48266 5.15663
O -0.38125 2.13012 4.61733
H -2.58382 3.22659 5.82940
H -3.54582 2.04916 4.89494
H -1.83837 0.61897 4.57914
H -1.33739 1.24309 6.20607
O 0.84421 1.30891 -1.99122
C 0.92800 0.75521 -0.89936
O 1.52953 1.29868 0.08179
C 1.37236 0.55918 1.28717
C 0.18176 -0.41531 0.99949
O 0.27383 -0.29002 -0.44302
H 2.26458 -0.02493 1.51268
H 1.11427 1.16078 2.15870
H -0.68047 0.08392 1.44156
H 0.25438 -1.38867 1.48467
O 2.72689 0.93672 3.87920
C 2.26276 0.05842 4.47879
O 0.96989 -0.27406 4.53144
C 0.76101 -1.12681 5.62972
C 2.13965 -1.77633 5.90662
O 2.94411 -0.90456 5.13440
H 0.29432 -0.69806 6.51655
H 0.06422 -1.82289 5.16274
H 2.07398 -2.75062 5.42231
H 2.41377 -1.84538 6.95933
O 7.46086 -2.21704 5.06626
C 6.61663 -2.35155 4.23211
O 5.77953 -1.34819 3.90312
C 4.86335 -1.90266 2.95777
C 5.19915 -3.36601 2.81196
O 6.40062 -3.48194 3.61767
H 3.81529 -1.73213 3.20390
H 4.87478 -1.43756 1.97205
H 5.26967 -3.71012 1.78011
H 4.41251 -3.86439 3.37844
O -3.64188 -2.27914 -3.98108
C -3.06981 -1.26980 -4.26956
O -2.13790 -1.14758 -5.18006
C -1.77269 0.20305 -5.33243
C -2.25480 0.92794 -4.08658
O -3.15459 -0.03186 -3.61012
H -0.68714 0.11619 -5.37845
H -1.98778 0.68585 -6.28571
H -2.85345 1.83846 -4.06062
H -1.40955 1.05956 -3.41106
*
```

Summary:
Calculated total energy   -2857.2748 Ha
HOMO energy   -10.67 eV
Max |F|   0.1372 Eh/bohr
SMILES   C[C@H]1COC(=O)O1.C[C@H]1COC(=O)O1.C[C@H]1COC(=O)O1.O=C1OCCO1.O=C1OCCO1.O=C1OCCO1.O=C1OCCO1.O=C1OCCO1
Orbital gap   10.3320 eV

Löwdin population analysis, charges in e, atoms 1 to 6: -0.053 -0.289 -0.097 0.053 -0.425 0.108

Computed, not measured: a molecular structure, C34H22Br4N8O9Ti at a distorted geometry, with ωB97M-V with the def2-TZVPD basis set.

```
! RIJCOSX wB97M-V def2-TZVPD def2/J DEFGRID3
* xyz -2 3
Ti 0.09891 -0.13058 0.62949
C -2.97490 1.45421 2.39318
C -3.14591 0.24703 1.54053
C -4.37837 -0.46912 1.55783
C -4.60610 -1.54124 0.64806
C -3.60958 -1.71842 -0.32438
C -2.43416 -1.00661 -0.31651
N -2.13228 -0.06408 0.64548
C -1.40365 -1.32454 -1.34149
C -1.36760 -2.40720 -2.20292
C -0.53544 -2.33521 -3.34039
C 0.19450 -1.22239 -3.59669
C 0.18636 -0.12788 -2.65563
N -0.42460 -0.33218 -1.42570
C 0.71053 1.17053 -3.16141
C 0.59755 1.43257 -4.58184
C 1.14724 2.56928 -5.14228
C 1.91779 3.38529 -4.28813
C 2.04219 3.04135 -2.96704
C 2.93272 3.79679 -2.03794
N 1.45837 1.97405 -2.37023
H -3.09574 2.23140 1.61972
H -1.92154 1.50787 2.86752
H -3.77954 1.51029 3.17484
H -5.12664 -0.14374 2.30799
H -5.47820 -2.14681 0.49523
H -3.66971 -2.52633 -1.03847
H -1.85250 -3.33129 -2.07547
H -0.68325 -3.19335 -4.03826
H 0.78517 -1.07842 -4.49913
H -0.01837 0.74543 -5.11335
H 1.00491 2.88136 -6.13802
H 2.33686 4.28868 -4.72106
H 3.98596 3.86458 -2.38409
H 2.89441 3.28066 -1.08165
H 2.58464 4.83254 -1.90131
O -1.49609 -0.72726 4.08982
C -0.74690 -1.19744 3.25880
O 0.18888 -0.48947 2.60975
C -0.79181 -2.68327 2.90918
C -1.47660 -3.54141 3.75484
C -1.33033 -4.90921 3.49597
C -1.02400 -5.40000 2.23305
C -0.50304 -4.45042 1.33473
C -0.41305 -3.06917 1.59699
O -0.07612 -2.16171 0.75458
N 0.11219 -5.02916 0.10812
O -0.48342 -6.05638 -0.30497
O 1.13784 -4.48698 -0.37542
N -1.52759 -5.85116 4.52957
O -1.27600 -7.07238 4.21867
O -1.98346 -5.44344 5.61618
H -1.92403 -3.17047 4.68563
H -1.06267 -6.46066 1.94944
Br -0.00466 7.29723 -1.68947
C -0.34465 5.69096 -0.63613
C 0.35017 5.40290 0.52071
Br 0.76660 6.85255 1.69682
C 0.67118 4.16273 1.01804
Br 1.92023 3.65135 2.32836
C 0.04546 3.00214 0.44830
O 0.47610 1.73062 0.56893
C -0.90100 3.20085 -0.66280
O -1.52322 2.22172 -1.11912
C -1.08263 4.61181 -1.13043
Br -2.33948 4.87105 -2.50430
N 4.56091 1.52127 2.02565
C 4.02880 0.61317 1.21164
C 2.74430 0.10866 1.51804
N 2.15790 -0.77328 0.64767
C 2.96291 -1.44168 -0.23782
C 4.18206 -0.86214 -0.51708
N 4.73855 0.14497 0.19901
H 3.97889 2.09919 2.55150
H 5.50872 1.92533 1.78844
H 2.16805 0.53777 2.41431
H 2.56537 -2.30723 -0.70516
H 4.80559 -1.17645 -1.33650
*
```

Summary:
Calculated total energy   -13569.5508 Ha
HOMO energy (spin up / spin down)   -0.23 / -1.51 eV
Max |F|   0.0882 Eh/bohr
Orbital gap (spin up / spin down)   3.5893 / 4.8727 eV
Energy above the lowest of the compared OMol25 structures with the same formula, charge and spin   73.6 kcal per mole

Löwdin population analysis, charges in e, atoms 1 to 6: 1.051 -0.033 -0.287 -0.030 -0.046 -0.037